1.
9
Properties=species:S:1:pos:R:3:forces:R:3:lowdin_charge:R:1 method="wB97M-V/def2-TZVPD" homo_lumo_gap_ev=11.455 de_lowest_kcal_mol=11.7
C 0.622336 0.026098 0.009464 0.5338 1.1057 -0.4667 -0.49
C -0.528449 1.080028 -0.005894 0.3744 -0.4162 -0.1603 -0.02
C -1.384724 -0.198361 0.006965 -0.2810 0.4066 -0.2490 -0.14
H -0.602419 1.676175 -0.932957 0.2265 -0.2375 0.5788 0.12
H -0.539678 1.705268 0.899948 -0.1364 -0.2087 -0.4646 0.12
H -1.913767 -0.365846 0.919335 -0.5306 -0.0959 0.5304 0.11
H -2.014461 -0.409435 -0.860217 0.1245 0.1742 0.1010 0.12
O 1.812458 0.024013 -0.004003 -0.4927 -0.0104 0.1372 0.14
O -0.210540 -1.030607 -0.007162 0.1815 -0.7179 -0.0066 0.04

2.
9
Properties=species:S:1:pos:R:3:forces:R:3:lowdin_charge:R:1 method="wB97M-V/def2-TZVPD" homo_lumo_gap_ev=11.163 de_lowest_kcal_mol=41.7
C -1.096359 0.140201 0.331672 3.1171 -0.5814 -1.0799 -0.01
C 0.189033 -0.268293 -0.501225 -1.7726 1.3264 1.2734 -0.11
O 1.162972 -1.116827 0.267581 0.2586 -1.8526 -0.1390 0.14
C 1.568211 0.064716 -0.083706 -2.7135 0.7095 -0.9908 -0.51
O 2.454550 0.822172 -0.004435 1.5207 0.5123 0.3548 0.17
H -0.928120 1.138051 0.569660 -0.0617 1.8859 0.8447 0.06
H -1.238681 -0.436754 1.201130 0.1095 -0.7684 1.0593 0.07
H -1.943049 0.085104 -0.261056 -1.6232 -0.2426 -1.2703 0.05
H -0.168556 -0.428374 -1.519620 1.1652 -0.9890 -0.0522 0.13

3.
9
Properties=species:S:1:pos:R:3:forces:R:3:lowdin_charge:R:1 method="wB97M-V/def2-TZVPD" homo_lumo_gap_ev=11.660 de_lowest_kcal_mol=32.9
C 0.317309 -0.071357 0.294974 0.6080 -1.0765 1.0316 0.02
C -0.800698 0.403268 -0.175242 -1.8498 1.0770 0.1034 -0.14
C -1.138734 0.409560 -1.632815 0.6566 0.2465 -1.6687 -0.37
O -1.728175 -0.504220 -2.156776 1.0068 2.5874 0.2528 0.13
O -0.487631 1.638855 -2.329213 -2.0048 -3.7697 1.6608 0.00
H 0.326129 -0.189561 1.410148 0.8369 0.1050 -1.3001 0.09
H 1.042147 -0.492004 -0.415535 0.0663 0.1481 0.8280 0.09
H -1.560136 0.762368 0.545169 0.2419 -0.1937 -0.7665 0.13
H 0.106484 1.795221 -1.589118 0.4382 0.8760 -0.1412 0.05

4.
9
Properties=species:S:1:pos:R:3:forces:R:3:lowdin_charge:R:1 method="wB97M-V/def2-TZVPD" homo_lumo_gap_ev=9.380 de_lowest_kcal_mol=92.5
C 0.557357 0.639994 -0.102185 1.4246 -3.3340 1.9986 -0.08
C 0.070968 -0.702165 0.389165 -1.1395 -0.6116 -0.3816 -0.39
C 1.886865 -0.087854 -0.250599 1.1579 0.4812 -0.3168 0.01
O 1.380020 -1.247755 0.079943 -0.0816 -0.5558 -0.4244 0.01
O -1.019114 -1.352755 -0.121624 0.0998 -0.7293 0.0882 0.07
H 0.227287 0.931368 -0.994674 -1.5817 1.3099 -3.6268 0.07
H 0.576052 1.378620 0.596155 -0.0623 2.3708 1.8250 0.08
H -0.124667 -0.904705 1.388372 0.5898 0.5334 2.3881 0.14
H -1.339404 -0.928006 -0.889307 -0.4070 0.5354 -1.5503 0.08

5.
9
Properties=species:S:1:pos:R:3:forces:R:3:lowdin_charge:R:1 method="wB97M-V/def2-TZVPD" homo_lumo_gap_ev=10.467 de_lowest_kcal_mol=91.0
C 0.390717 0.389643 -0.486235 5.3825 -0.1353 -11.7144 -0.40
C 0.166940 -0.969745 -0.200017 -1.5502 -5.6174 2.3957 -0.05
C -0.503893 0.767720 0.468148 -0.8611 2.3656 4.7043 -0.15
H 1.031218 -1.254481 0.498020 -1.3131 -0.2576 -0.5906 0.16
H -0.188178 -1.871324 -0.842041 1.2656 2.0302 0.4847 0.17
H -1.090071 1.608480 0.253136 -1.5427 0.9251 -0.1868 0.12
H 0.256823 1.182871 1.278529 -1.7130 -1.1711 -0.3272 0.20
O 1.051461 0.723541 -1.585752 -2.9490 -0.0467 5.8400 0.02
O -1.115016 -0.576707 0.616211 3.2811 1.9073 -0.6057 -0.07

6.
9
Properties=species:S:1:pos:R:3:forces:R:3:lowdin_charge:R:1 method="wB97M-V/def2-TZVPD" homo_lumo_gap_ev=9.439 de_lowest_kcal_mol=15.8
C -0.257373 -0.647350 0.947418 0.0478 -0.0207 0.0899 -0.01
C 0.559124 -0.133379 -0.205470 0.2816 -0.2259 0.0385 -0.40
O 1.663743 -0.531074 -0.502935 -0.4436 0.1715 0.1403 0.10
C -0.046698 0.963195 -1.088922 -0.3911 0.2297 -0.0402 -0.17
O -1.154295 1.410114 -0.929269 0.5371 -0.2410 -0.0373 0.08
H 0.401206 -1.121343 1.677989 -0.0765 0.0487 -0.1416 0.09
H -0.971669 -1.395330 0.581293 0.0946 0.1523 0.0030 0.10
H -0.833884 0.156601 1.412110 0.0598 -0.0939 -0.1169 0.09
H 0.639847 1.298566 -1.892214 -0.1098 -0.0206 0.0644 0.13

7.
9
Properties=species:S:1:pos:R:3:forces:R:3:lowdin_charge:R:1 method="wB97M-V/def2-TZVPD" homo_lumo_gap_ev=10.932 de_lowest_kcal_mol=47.0
O 1.088690 0.028087 2.255037 -0.7966 0.2302 0.3125 0.08
C 0.810105 -0.182658 1.113226 1.7664 -0.0597 -1.2388 -0.21
C -0.470702 0.020088 0.347574 0.9472 0.3126 -0.2829 -0.26
C -0.428895 0.321207 -1.108389 0.5056 -0.4135 -0.4470 -0.08
O -0.582708 -1.000691 -0.590422 -0.6093 -0.5580 -1.1130 -0.04
H 1.625232 -0.620259 0.430874 -0.8816 0.2718 0.3953 0.15
H -1.345972 0.247223 0.864426 -1.3248 0.3961 1.0526 0.13
H -1.246931 0.730919 -1.750572 0.4065 -0.3275 1.2130 0.13
H 0.551181 0.456083 -1.561754 -0.0135 0.1481 0.1085 0.11

8.
10
Properties=species:S:1:pos:R:3:forces:R:3:lowdin_charge:R:1 method="wB97M-V/def2-TZVPD" homo_lumo_gap_ev=8.030 de_lowest_kcal_mol=90.2
C -0.074303 -0.367899 -0.665073 -1.5149 0.1596 -1.6777 -0.25
C -0.474433 0.333098 1.712967 -0.3897 -3.3425 -0.0574 -0.38
C 0.215848 0.170769 0.488521 3.9095 3.1840 -0.4525 -0.14
O -0.243004 1.027373 2.639758 -0.0808 1.3504 1.0052 0.07
O 0.756603 -0.334456 -1.707999 -0.0016 -0.1549 -1.6686 -0.01
S 2.308049 1.477097 0.300232 -3.2920 -1.3103 0.3493 0.52
H -1.105854 -0.698083 -0.887523 0.5304 -0.3457 0.4013 0.15
H -1.128325 -0.619571 1.785545 -0.3241 1.1911 0.2162 0.15
H 0.329628 -0.427195 -2.607916 0.3556 -0.0737 1.8060 0.15
H 2.705386 0.243495 0.493340 0.8073 -0.6581 0.0782 -0.27

9.
10
Properties=species:S:1:pos:R:3:forces:R:3:lowdin_charge:R:1 method="wB97M-V/def2-TZVPD" homo_lumo_gap_ev="7.896 / 8.856" de_lowest_kcal_mol=137.6
C 2.908340 0.826199 -0.276433 -0.8397 1.3962 -0.5903 -0.55
C 2.080131 -0.246771 0.013379 -0.2192 -1.2772 -1.0073 -0.44
C -0.617110 0.776068 -0.434324 0.1919 3.0074 4.9087 0.12
O 3.278749 1.923136 -0.056623 0.8177 -0.0949 -0.0531 0.16
O 2.671555 0.028335 -1.380155 -0.1870 -0.1635 1.7130 0.05
S 2.269492 -1.836524 0.705730 0.5214 -0.4664 -2.5850 0.86
H -0.934684 -0.074027 -0.813602 -1.0864 -3.7564 -2.3565 -0.07
H -0.199336 1.605658 -0.917748 0.4922 0.6820 -0.8638 -0.01
H -1.069218 0.966339 0.601579 0.9400 -0.1191 -1.5882 0.04
H 1.972855 -1.439943 1.865172 -0.6309 0.7921 2.4225 -0.17

10.
10
Properties=species:S:1:pos:R:3:forces:R:3:lowdin_charge:R:1 method="wB97M-V/def2-TZVPD" homo_lumo_gap_ev=10.187 de_lowest_kcal_mol=96.5
O -0.369497 1.586728 0.154051 0.8089 -2.4737 -1.0630 -0.01
C -0.381598 0.361585 -0.069664 0.9085 2.6737 2.1178 -0.87
S -1.843765 -0.397267 -0.004774 -1.8155 -4.6546 0.5836 0.89
C 0.789038 -0.563181 -0.192388 -0.6193 2.0923 -0.6477 -0.44
C 1.957211 -0.413149 0.637623 0.1618 -0.3312 1.6359 -0.08
O 1.823491 0.233041 -0.641054 1.7740 0.5491 0.5733 -0.03
H -1.245503 -1.839856 0.240908 -1.5279 3.0825 -0.7224 0.04
H 0.690666 -1.497148 -0.617656 -0.7476 -1.7143 -1.3733 0.09
H 2.681921 -1.340659 0.355349 -1.3932 2.2750 2.2481 0.17
H 1.553301 0.164248 1.740379 2.4504 -1.4989 -3.3524 0.22

11.
10
Properties=species:S:1:pos:R:3:forces:R:3:lowdin_charge:R:1 method="wB97M-V/def2-TZVPD" homo_lumo_gap_ev=9.045 de_lowest_kcal_mol=53.0
O 2.551552 -0.696272 0.020345 -2.6226 2.0806 2.0010 0.01
C 1.526239 -0.148117 0.474361 0.0200 -3.2702 -2.2738 -0.21
C 0.778449 0.841733 -0.497763 -0.9554 -0.6215 0.9013 -0.19
O -0.446530 1.427864 0.025070 -0.9490 -0.7330 1.4900 -0.19
C -1.490820 0.559071 0.387776 4.2185 -0.9122 -2.3437 -0.57
S -1.400326 -0.982270 -0.178250 -1.4021 0.8620 0.8701 0.73
H 0.860162 -0.685859 1.308384 1.7256 1.5826 -0.9377 0.13
H 0.494404 0.315433 -1.416614 0.6091 -0.0673 0.2217 0.10
H 1.417727 1.666577 -0.694502 0.4643 0.7499 -0.2737 0.11
H -2.090452 1.051317 1.105165 -1.1084 0.3293 0.3448 0.07

12.
10
Properties=species:S:1:pos:R:3:forces:R:3:lowdin_charge:R:1 method="wB97M-V/def2-TZVPD" homo_lumo_gap_ev="6.014 / 8.555" de_lowest_kcal_mol=93.0
C 0.367754 -0.652047 0.680157 0.6015 1.3374 -1.0241 -0.11
C -0.793009 -1.238226 0.259870 -2.0672 -2.2074 -0.7974 -0.32
C 0.754116 0.663964 0.125053 -0.7445 0.5366 -1.1489 -0.34
O -0.655258 2.123289 -1.642986 -1.7075 3.1529 -0.0466 -0.54
O -1.427894 -1.128550 -0.829200 0.9815 1.4994 -0.2609 -0.08
S 0.000137 0.861260 -1.638307 2.4287 -2.9443 1.2395 0.97
H 1.021351 -1.009557 1.417488 0.2438 -0.8960 1.1564 0.09
H -1.368565 -2.006737 0.784431 0.8184 -0.0357 1.3978 0.12
H 0.272304 1.453361 0.719099 -0.1029 0.1228 -0.3416 0.10
H 1.829065 0.933243 0.124395 -0.4519 -0.5657 -0.1742 0.09

13.
10
Properties=species:S:1:pos:R:3:forces:R:3:lowdin_charge:R:1 method="wB97M-V/def2-TZVPD" homo_lumo_gap_ev=7.895 de_lowest_kcal_mol=30.1
O -1.562196 0.185411 -0.593510 -0.2903 0.2481 -0.2672 0.11
C -0.533428 -0.132438 -0.055856 0.2385 -0.7156 0.6083 -0.44
C -0.560626 -1.330510 0.879550 0.7445 0.1450 -0.0214 -0.56
S 0.718393 -1.901722 1.678053 -0.4554 0.2294 -0.2774 0.77
C 0.747949 0.625145 -0.284802 -0.2379 0.3930 -0.0792 -0.23
O 0.522933 1.694941 -1.163283 -0.0834 0.0526 -0.1493 -0.05
H -1.540524 -1.786629 0.943282 -0.1788 -0.0598 0.0390 0.06
H 1.517022 -0.048514 -0.672098 -0.0336 -0.0662 -0.0187 0.13
H 1.110423 1.000673 0.679494 -0.0108 -0.1015 0.0113 0.13
H -0.419945 1.693642 -1.410830 0.3072 -0.1250 0.1547 0.09

14.
10
Properties=species:S:1:pos:R:3:forces:R:3:lowdin_charge:R:1 method="wB97M-V/def2-TZVPD" homo_lumo_gap_ev=10.405 de_lowest_kcal_mol=20.7
C 0.353047 -0.199810 0.499159 0.9193 0.0241 -0.9787 -0.53
C -0.301914 1.069395 0.024696 -0.0798 -0.4440 -2.8992 -0.13
C -0.945431 -0.857674 -0.006132 0.2342 -0.4379 0.7849 -0.51
H 1.714386 -0.907551 -1.425700 -0.0319 0.2082 0.6440 -0.11
H 0.510972 -0.204985 1.558870 -0.3132 -0.2864 0.6502 0.09
H 0.079292 1.583199 -0.881007 0.1636 -0.5361 0.5731 0.13
H -0.497068 1.782156 0.741866 -0.7612 1.4335 1.7123 0.09
O -1.511418 0.309557 -0.390545 0.3858 0.4290 0.3389 0.06
O -1.415794 -1.942265 -0.000736 0.0049 -0.1131 -0.2838 0.16
S 2.013926 -0.632022 -0.120470 -0.5216 -0.2775 -0.5418 0.75

15.
10
Properties=species:S:1:pos:R:3:forces:R:3:lowdin_charge:R:1 method="wB97M-V/def2-TZVPD" homo_lumo_gap_ev="8.903 / 8.903" de_lowest_kcal_mol=78.8
C -0.214262 -1.230255 0.023811 1.4883 -0.6445 0.1167 -0.09
C 0.657956 -0.427671 -0.140110 2.7870 2.8433 -0.9650 -0.11
C 1.518625 0.770778 -0.424820 -0.3947 -0.7297 -0.8260 -0.05
O -3.023998 -1.094414 0.354784 0.4499 0.0591 0.3507 -0.42
O -1.750223 0.830311 1.242202 0.0870 -0.0701 0.3976 -0.42
S -2.041843 -0.055363 0.151057 -2.3059 1.0431 -0.7950 0.78
H -0.367774 -2.185844 0.356027 -1.1494 -1.9161 0.4399 0.06
H 1.505228 1.460691 0.383871 -0.1300 0.3710 0.9811 0.07
H 1.130794 1.340176 -1.282974 -0.1444 -0.4103 0.0877 0.09
H 2.585496 0.591587 -0.663849 -0.6878 -0.5458 0.2122 0.09

16.
11
Properties=species:S:1:pos:R:3:forces:R:3:lowdin_charge:R:1 method="wB97M-V/def2-TZVPD" homo_lumo_gap_ev="7.969 / 7.417" de_lowest_kcal_mol=112.9
C -0.650818 -0.344360 1.112246 -0.8983 1.2394 1.0444 -0.32
C 0.217859 -1.236182 0.715261 1.9430 -0.9531 -1.0561 -0.32
C 0.359819 1.428597 -0.756571 -2.3210 -1.9616 -1.3608 -0.23
O -2.182418 1.391720 -0.087278 -1.0866 0.0309 -0.4804 -0.51
O 1.279224 -1.961777 -1.552884 0.6484 0.2064 -0.0133 -0.56
S -0.858382 1.349463 0.516671 1.8374 0.1311 -0.1153 0.80
S 1.613867 -0.944805 -0.521873 -2.7485 -0.1516 0.5262 0.91
H -1.372071 -0.385892 1.958561 0.4406 -0.7822 -0.7787 0.09
H 0.255479 -2.316574 0.973983 -0.2070 0.9567 0.1951 0.09
H -0.005446 1.402855 -1.826393 0.4281 0.1422 1.4711 0.08
H 1.342887 1.616956 -0.531723 1.9638 1.1420 0.5677 -0.04

17.
11
Properties=species:S:1:pos:R:3:forces:R:3:lowdin_charge:R:1 method="wB97M-V/def2-TZVPD" homo_lumo_gap_ev=8.760 de_lowest_kcal_mol=80.0
C 0.137520 0.126772 0.393303 0.1727 1.6749 -0.6104 -0.46
C 1.621487 -0.159315 0.412889 -2.0124 -0.3514 0.1681 -0.37
C -0.816389 -0.010292 -0.738676 0.7016 1.0143 1.1143 -0.28
O -1.768932 2.169734 0.363370 -0.3456 0.3465 0.4888 -0.55
O 3.991820 0.556486 -0.161098 1.3461 0.2973 0.0495 -0.55
S -0.575556 1.742976 -0.377430 0.9567 -0.5656 -0.2871 0.92
S 2.646274 1.061029 0.011683 -1.4075 -2.1726 0.2577 0.93
H -0.374219 0.101561 1.322254 -0.1803 -0.3218 0.9599 0.10
H 1.676951 -1.243566 0.774262 1.3185 1.6074 -0.8246 0.12
H -1.817823 -0.094690 -0.464476 -1.5728 -0.6965 0.6604 0.07
H -0.646297 -0.386643 -1.679145 1.0230 -0.8325 -1.9766 0.06

18.
10
Properties=species:S:1:pos:R:3:forces:R:3:lowdin_charge:R:1 method="wB97M-V/def2-TZVPD" homo_lumo_gap_ev=9.437 de_lowest_kcal_mol=63.2
C 0.585168 0.784506 -1.383147 -1.5782 0.2517 0.9065 -0.64
C -0.175898 0.479062 0.076517 1.0235 -1.8897 -0.6443 -0.11
C -0.596355 -0.977076 0.375701 -0.1310 0.9480 0.3016 0.00
O 0.074407 1.396057 -2.268218 0.3082 0.1599 -0.4881 0.10
O 1.568458 0.138479 -1.035424 0.3613 -0.1027 0.0468 0.08
O 0.157083 1.237831 1.065677 -0.4740 2.1267 -3.3742 0.17
H -0.561364 -1.008067 1.515913 -0.7409 -0.7799 -1.4569 0.10
H 0.182276 -1.623198 -0.044458 0.0356 0.2331 0.2909 0.09
H -1.533433 -1.318740 -0.200759 1.0796 0.9015 1.4476 0.12
H 0.299658 0.891148 1.898198 0.1158 -1.8486 2.9701 0.09

19.
10
Properties=species:S:1:pos:R:3:forces:R:3:lowdin_charge:R:1 method="wB97M-V/def2-TZVPD" homo_lumo_gap_ev=9.476 de_lowest_kcal_mol=102.4
O 2.702966 -0.011933 -0.270159 1.1950 -0.0082 0.0406 0.13
C 1.580245 -0.007517 -0.212199 0.8190 0.0232 -0.5798 -0.07
O 0.680578 1.886603 0.058607 -1.2650 1.3118 0.6606 -0.05
C -0.496722 1.651400 -0.003192 -0.2341 1.8482 -1.1635 -0.14
C -0.527510 -1.652079 0.110036 -0.1393 -1.8182 1.4434 -0.14
O 0.636482 -1.891400 -0.070909 -1.4320 -1.3921 -0.2961 -0.05
H -1.264952 2.215088 0.522422 0.0353 0.1687 1.1130 0.08
H -0.989587 1.098337 -0.806281 0.5014 -1.0565 -0.2826 0.08
H -0.920864 -1.060621 0.933234 0.4854 1.2299 0.3309 0.08
H -1.371010 -2.232662 -0.262539 0.0344 -0.3067 -1.2665 0.08

20.
10
Properties=species:S:1:pos:R:3:forces:R:3:lowdin_charge:R:1 method="wB97M-V/def2-TZVPD" homo_lumo_gap_ev=10.524 de_lowest_kcal_mol=95.7
O -0.103611 -1.283088 -0.509144 -0.1812 -0.1769 -0.0683 -0.03
C 0.144768 0.148131 -0.597745 0.0805 0.1106 -0.0643 -0.22
C 1.028201 -0.442409 0.420917 0.1405 0.1084 0.0576 -0.24
O 0.501106 -0.738899 1.565850 0.0430 0.0293 -0.0179 -0.04
C -0.992876 1.041910 -0.174984 -0.0643 0.3537 -0.1456 -0.18
O -1.195490 2.100541 -0.714714 0.0887 -0.4598 0.2422 0.08
H -0.306426 -1.278593 0.736214 0.0494 0.0078 -0.0548 0.18
H 0.572240 0.432272 -1.558015 -0.0397 -0.0307 0.1326 0.16
H 2.078168 -0.646051 0.195004 -0.1462 0.0155 0.0218 0.16
H -1.614018 0.676856 0.664582 0.0294 0.0420 -0.1032 0.14